Formula: H26O13
Source: the OMol25 dataset
Level of theory: the ωB97M-V functional and the def2-TZVPD basis

Atoms and positions in Å:
H 1.3885 0.1309 0.9501
H -0.1100 0.3834 0.9807
H -3.7294 3.1938 -0.6560
H -2.4548 3.9694 -0.9456
H 3.2133 -2.4273 -0.9942
H 4.2639 -3.4093 -1.4862
H -4.2898 -0.9771 2.7446
H -4.0602 0.2050 1.8173
H -3.7105 0.1656 -1.1766
H -2.7438 -0.8762 -1.7152
H -0.5384 0.0576 -1.9978
H -1.2310 0.9654 -0.9947
H -5.2979 -0.0151 -0.5515
H -4.3427 -0.7583 0.3679
H 4.6742 -0.4381 0.2372
H 4.6793 -0.7001 1.7343
H 2.6230 0.2901 -2.7559
H 3.6984 -0.7328 -3.0836
H 2.7217 -2.0710 3.8698
H 1.5237 -2.5685 3.0778
H -2.2678 -2.8313 -0.1251
H -2.3898 -2.4507 -1.5915
H 0.4789 2.0255 -0.9283
H 1.8310 1.3923 -0.6435
H 3.6085 2.8162 1.3073
H 2.4943 3.5755 0.6059
O 0.7189 0.6805 1.3727
O -2.7711 3.1416 -0.5665
O 4.1486 -2.4907 -1.2182
O -4.6651 -0.1265 2.4905
O -2.9747 0.0566 -1.7895
O -0.7617 0.1263 -1.0627
O -5.2696 -0.5110 0.2745
O 4.6058 0.0106 1.0874
O 3.5594 0.1033 -2.6247
O 1.7596 -2.0231 3.8366
O -2.5042 -3.1925 -0.9869
O 1.0174 1.6740 -0.2103
O 3.1039 3.6363 1.3500

Calculated values
Charge: 0
Spin multiplicity: 1
LUMO energy, eV: -0.62
HOMO-LUMO gap, eV: 7.76
Relative energy (zero: lowest compared OMol25 entry of this formula, charge and spin), kJ/mol: 688.6

---

Formula: H26O13
Source: the OMol25 dataset
Level of theory: the ωB97M-V functional and the def2-TZVPD basis

Atoms and positions in Å:
O 0.3761 0.3043 0.2297
H 0.5953 -0.2506 -0.5188
H -0.4282 -0.0760 0.5830
O -3.6469 2.4033 2.1831
H -4.1179 3.1014 2.6381
H -3.9026 2.4996 1.2657
O 0.2183 4.3662 -1.8340
H 0.0012 4.2974 -0.9043
H -0.5285 4.8225 -2.2217
O -2.5926 -0.9871 -4.0496
H -1.6938 -0.7829 -3.7916
H -2.5051 -1.4326 -4.8923
O 3.5859 2.1552 0.6804
H 3.6574 2.8262 0.0015
H 2.7470 1.7278 0.5080
O 2.1625 -1.6523 3.3353
H 1.6600 -2.4097 3.0352
H 1.7836 -0.9107 2.8634
O -2.8281 -1.7845 0.2423
H -3.4826 -1.7797 0.9408
H -3.3317 -1.9361 -0.5575
O -1.0122 0.3907 4.3781
H -1.3618 -0.1984 5.0467
H -1.6510 0.3516 3.6662
O 1.6102 -2.2334 -2.8104
H 1.3494 -2.8671 -3.4788
H 1.5583 -1.3851 -3.2507
O 1.0414 1.1925 -3.9136
H 0.7434 1.9968 -3.4886
H 1.7711 1.4700 -4.4675
O 4.2651 -4.2153 -0.6744
H 4.2628 -4.8316 -1.4068
H 3.5558 -3.6040 -0.8729
O -0.7023 4.3471 2.0035
H -0.3081 4.5775 2.8447
H -1.1543 3.5197 2.1688
O -0.2849 -4.2588 1.7662
H -0.4370 -5.0802 1.2989
H -0.9752 -3.6737 1.4541

Calculated values
Charge: 0
Spin multiplicity: 1
LUMO energy, eV: -0.13
HOMO-LUMO gap, eV: 10.36
Relative energy (zero: lowest compared OMol25 entry of this formula, charge and spin), kJ/mol: 251.4

---

Formula: H26O13
Source: the OMol25 dataset
Level of theory: the ωB97M-V functional and the def2-TZVPD basis

Atoms and positions in Å:
O 4.0907 -2.9406 -2.3591
H 3.9654 -2.1954 -2.9466
H 4.7158 -3.5037 -2.8156
O 0.4151 3.0968 -3.8901
H -0.1999 2.8945 -4.5951
H -0.0100 3.7965 -3.3941
O 4.0676 4.0396 -1.4546
H 3.4964 3.7487 -0.7437
H 3.4928 4.0919 -2.2182
O 3.5483 -1.2367 2.8648
H 4.4431 -1.2658 2.5260
H 2.9953 -1.2520 2.0836
O -5.0570 1.8098 -3.2315
H -4.5826 2.3340 -2.5862
H -5.9597 2.1242 -3.1792
O 0.6181 -1.4488 6.5607
H -0.1555 -0.8954 6.4528
H 1.1344 -1.2964 5.7692
O 1.2059 -5.2487 0.6145
H 1.8414 -4.7078 0.1456
H 0.4833 -4.6530 0.8123
O -0.3203 -0.5082 0.1561
H -0.8422 -0.1265 0.8620
H -0.0559 0.2404 -0.3786
O -1.5048 -2.3163 -3.7365
H -1.4675 -2.2579 -2.7818
H -0.8462 -2.9731 -3.9626
O -4.9921 0.0356 2.6842
H -5.9395 -0.0674 2.7745
H -4.6647 -0.8552 2.5594
O 0.7395 3.6825 2.0796
H 0.9238 3.8820 2.9974
H 0.0714 4.3191 1.8251
O -4.1033 0.0270 6.7425
H -4.1246 -0.2780 5.8355
H -4.4216 0.9287 6.7000
O 2.6172 -0.5648 -6.1094
H 2.4083 -0.4175 -7.0318
H 1.9737 -0.0419 -5.6311

Calculated values
Charge: 0
Spin multiplicity: 1
LUMO energy, eV: -0.27
HOMO-LUMO gap, eV: 10.98
Relative energy (zero: lowest compared OMol25 entry of this formula, charge and spin), kJ/mol: 317.9

---

Formula: H26O13
Source: the OMol25 dataset
Level of theory: the ωB97M-V functional and the def2-TZVPD basis

Atoms and positions in Å:
O -1.5056 2.1036 -1.3568
H -1.8856 2.8506 -0.9578
H -2.0846 1.3976 -1.1588
O -0.1276 -0.1994 0.0882
H -0.7716 0.3746 0.4902
H -0.5266 -1.0714 0.0612
O 2.2704 -1.2344 -0.8688
H 1.5264 -0.9434 -0.3468
H 3.0864 -0.8354 -0.5918
O 0.7724 -2.7934 -2.4368
H 1.2974 -2.3674 -1.7838
H 0.1184 -2.0994 -2.6358
O 2.2694 2.0316 0.3142
H 3.1954 2.2036 0.1642
H 1.8194 1.9416 -0.5168
O -2.0366 3.3356 2.1202
H -2.3306 2.4496 1.9902
H -2.2186 3.4086 3.0872
O 1.2334 1.0346 -2.1488
H 0.3304 1.3846 -1.9608
H 1.3754 0.2966 -1.6078
O -2.1686 0.6596 1.6222
H -2.5496 -0.1184 1.1362
H -1.9416 0.1796 2.4212
O -1.7506 -2.6424 0.2042
H -1.9076 -3.1344 -0.5598
H -2.5716 -2.5614 0.6812
O 0.3734 2.2076 2.4132
H 1.0064 2.3906 1.7112
H -0.4156 2.7096 2.1262
O -1.2556 -1.0204 -2.9608
H -2.0306 -0.7204 -2.5028
H -0.9856 -0.2424 -3.4928
O 0.7624 -3.4594 0.9182
H -0.0616 -3.1394 0.5882
H 1.0944 -4.1434 0.3442
O 2.6114 -0.4164 1.8492
H 2.4734 0.3976 1.4042
H 3.5084 -0.2154 2.1532

Calculated values
Charge: 0
Spin multiplicity: 1
LUMO energy, eV: -0.82
HOMO-LUMO gap, eV: 9.18
Relative energy (zero: lowest compared OMol25 entry of this formula, charge and spin), kJ/mol: 226.6

---

Formula: H26O13
Source: the OMol25 dataset
Level of theory: the ωB97M-V functional and the def2-TZVPD basis

Atoms and positions in Å:
O 0.6511 -15.7555 13.4677
H 0.4437 -16.3060 12.6959
H 1.5995 -15.9112 13.6232
O 2.5364 -22.6294 13.5592
H 3.1448 -21.8844 13.3624
H 3.1035 -23.3565 13.8342
O 3.1231 -20.5008 17.2247
H 3.7399 -19.8250 16.9003
H 3.6243 -21.3229 17.2123
O 5.9836 -17.1173 14.6621
H 6.6028 -17.5074 14.0281
H 6.2801 -16.2000 14.7590
O 1.1670 -17.1711 11.0878
H 0.8088 -17.0590 10.2024
H 1.7511 -17.9673 11.0243
O 0.0394 -18.5743 14.2055
H -0.8365 -18.1772 14.2467
H 0.2743 -18.5428 13.2704
O 5.4684 -18.7877 11.2099
H 5.5385 -19.4177 10.4826
H 5.0208 -19.2687 11.9235
O 6.2609 -23.2900 14.1649
H 6.2722 -22.3514 14.4807
H 5.3636 -23.5979 14.3264
O 5.4025 -18.7329 16.8156
H 5.5673 -18.2970 17.6611
H 5.7316 -18.0824 16.1318
O 6.2834 -20.6358 14.8252
H 6.1969 -20.2119 15.7088
H 7.1824 -20.4162 14.5399
O 3.4084 -16.2712 14.0285
H 3.6403 -15.4170 13.6396
H 4.0443 -16.3958 14.7478
O 3.9299 -20.1794 13.2347
H 3.3472 -19.3968 13.2601
H 4.6763 -19.9593 13.8146
O 2.5599 -19.4323 10.4972
H 2.9330 -19.8130 9.6954
H 3.2814 -19.4324 11.1375

Calculated values
Charge: 0
Spin multiplicity: 1
LUMO energy, eV: -0.75
HOMO-LUMO gap, eV: 8.88
Relative energy (zero: lowest compared OMol25 entry of this formula, charge and spin), kJ/mol: 202.5

---

Formula: H26O13
Source: the OMol25 dataset
Level of theory: the ωB97M-V functional and the def2-TZVPD basis

Atoms and positions in Å:
O -14.7360 1.1281 9.0675
H -14.5409 0.4454 8.4200
H -13.9994 1.7591 8.9865
O -10.9714 2.4793 5.8082
H -11.4087 1.6200 5.7593
H -10.5310 2.5823 4.9520
O -13.2660 4.4455 7.1556
H -13.4774 4.5982 8.0894
H -12.3282 4.6674 7.0820
O -15.6380 5.4869 5.3127
H -15.2878 4.6058 5.0777
H -16.1062 5.3468 6.1461
O -13.1960 4.2053 10.2568
H -12.7083 3.4809 9.8154
H -12.6324 4.4645 10.9957
O -11.3004 5.3123 3.6630
H -10.5732 5.7544 3.2093
H -11.1223 5.4519 4.6002
O -15.7210 5.6874 10.3678
H -15.9819 5.6256 11.2916
H -14.8664 5.2318 10.3198
O -9.0784 3.5417 7.5809
H -9.7394 3.3210 6.9082
H -9.3035 4.4383 7.8499
O -12.7595 7.3180 9.7709
H -12.4966 6.4859 10.1667
H -13.4285 7.0780 9.1101
O -14.2616 7.3296 7.1226
H -14.5678 6.6297 6.5112
H -13.5224 7.7452 6.6696
O -13.9723 3.1726 4.6303
H -13.8486 2.2254 4.5196
H -13.5254 3.3833 5.4709
O -12.1505 2.1771 8.4998
H -11.4250 1.5506 8.6209
H -11.9942 2.5741 7.6296
O -10.6496 6.0811 7.2699
H -9.9878 6.7799 7.3441
H -11.3772 6.4900 6.7841

Calculated values
Charge: 0
Spin multiplicity: 1
LUMO energy, eV: -0.49
HOMO-LUMO gap, eV: 10.17
Relative energy (zero: lowest compared OMol25 entry of this formula, charge and spin), kJ/mol: 164.8

---

Record-wise DFT total energy values, in eV: -27034.81038; -27039.34173; -27038.65215; -27039.59826; -27039.84855; -27040.23877